Version A
The following is a quantum chemistry calculation of 7 unconnected molecules or ions with the total composition C16H49N11O7, from the Open Molecules 2025 dataset.

Computed properties:
multiplicity = 1
E_HOMO = -9.19 eV
total charge = 0
LUMO = 0.24 eV
SMILES string = COC[C@H](C)N.COC[C@H](C)N.COC[C@H](C)N.NC(N)=O.NC(N)=O.NC(N)=O.NC(N)=O

Structure (XYZ):
```
83
C16H49N11O7, DFT the ωB97M-V functional and the def2-TZVPD basis
C 1.70 -2.72 5.88
O 2.54 -2.59 5.01
N 2.04 -3.22 7.03
N 0.45 -2.33 5.91
H 1.33 -3.23 7.75
H 2.94 -3.63 7.22
H -0.17 -2.41 6.71
H 0.13 -1.72 5.18
C 6.93 -2.09 0.21
O 5.99 -1.55 -0.36
N 6.88 -2.46 1.44
N 8.08 -2.15 -0.31
H 7.40 -3.30 1.65
H 6.12 -2.22 2.06
H 8.82 -2.53 0.27
H 8.25 -1.41 -0.98
C 0.13 -0.81 0.42
O -0.64 -0.55 1.33
N 1.22 -1.47 0.56
N 0.14 -0.19 -0.75
H 1.99 -1.32 -0.08
H 1.55 -1.74 1.48
H -0.52 0.57 -0.75
H 0.72 -0.48 -1.52
C -2.46 -6.15 1.44
O -3.27 -7.03 1.31
N -2.57 -5.14 2.20
N -1.40 -5.96 0.77
H -3.43 -5.17 2.74
H -1.86 -4.43 2.33
H -0.77 -5.19 0.97
H -1.08 -6.60 0.06
C -4.84 5.37 4.33
C -4.50 4.03 4.98
C -4.80 2.52 4.40
O -4.67 1.58 5.44
C -4.99 0.26 5.09
N -3.08 4.15 5.22
H -5.89 5.34 4.05
H -4.20 5.59 3.47
H -4.55 6.14 5.05
H -4.88 4.18 5.99
H -4.14 2.16 3.61
H -5.82 2.41 4.01
H -4.74 -0.45 5.88
H -4.49 0.09 4.14
H -6.05 0.13 4.86
H -2.73 3.29 5.64
H -2.60 4.16 4.34
C 0.93 -3.45 -6.03
C 1.63 -3.75 -4.73
C 2.41 -5.10 -4.54
O 2.83 -5.37 -3.22
C 4.19 -5.82 -3.15
N 2.40 -2.53 -4.63
H 1.47 -3.37 -6.98
H 0.38 -2.51 -6.02
H 0.11 -4.12 -6.29
H 0.80 -3.70 -4.02
H 3.19 -5.22 -5.29
H 1.66 -5.86 -4.75
H 4.84 -5.12 -3.68
H 4.33 -6.83 -3.54
H 4.53 -5.78 -2.12
H 3.03 -2.55 -3.84
H 3.13 -2.75 -5.30
C -0.10 7.89 -2.50
C -0.45 7.38 -3.86
C -1.42 6.15 -3.93
O -1.79 6.04 -5.32
C -2.65 4.92 -5.45
N -1.10 8.52 -4.52
H 0.14 6.98 -1.96
H -1.01 8.25 -2.01
H 0.63 8.70 -2.54
H 0.50 7.15 -4.34
H -2.23 6.27 -3.21
H -0.85 5.25 -3.69
H -2.57 4.59 -6.49
H -3.64 5.28 -5.17
H -2.29 4.08 -4.87
H -2.07 8.49 -4.24
H -1.18 8.15 -5.45
```

Version B
The following is a quantum chemistry calculation of 7 unconnected molecules or ions with the total composition C16H49N11O7, from the Open Molecules 2025 dataset.

Computed properties:
multiplicity = 1
E_HOMO = -8.89 eV
total charge = 0
LUMO = 0.35 eV
SMILES string = COC[C@H](C)N.COC[C@H](C)N.COC[C@H](C)N.NC(N)=O.NC(N)=O.NC(N)=O.NC(N)=O

Structure (XYZ):
```
83
C16H49N11O7, DFT the ωB97M-V functional and the def2-TZVPD basis
C 3.44 0.61 -3.29
C 2.10 0.29 -2.61
C 2.37 -0.76 -1.52
O 2.76 -2.07 -1.89
C 1.78 -2.64 -2.74
N 1.65 1.56 -1.99
H 3.34 1.38 -4.06
H 3.84 -0.31 -3.73
H 4.16 1.06 -2.60
H 1.27 0.00 -3.25
H 1.42 -0.85 -0.98
H 3.15 -0.33 -0.88
H 2.04 -3.67 -2.96
H 1.58 -2.03 -3.63
H 0.80 -2.63 -2.23
H 1.13 1.23 -1.17
H 2.38 2.17 -1.62
C -3.21 -2.96 3.39
C -2.19 -1.83 3.52
C -0.71 -2.31 3.38
O -0.50 -2.81 2.05
C 0.80 -3.32 1.85
N -2.30 -0.85 2.42
H -2.92 -3.81 4.00
H -3.25 -3.33 2.36
H -4.22 -2.60 3.61
H -2.30 -1.32 4.48
H -0.35 -2.98 4.17
H -0.02 -1.45 3.41
H 0.82 -3.68 0.81
H 1.04 -4.18 2.47
H 1.64 -2.62 1.92
H -1.68 -1.23 1.72
H -3.22 -0.97 1.99
C -0.41 2.37 5.92
C -0.20 2.20 4.42
C 1.07 1.39 4.03
O 1.40 1.66 2.70
C 2.38 0.85 2.09
N -1.51 1.77 3.84
H -1.02 3.23 6.19
H 0.52 2.50 6.50
H -0.77 1.46 6.40
H -0.12 3.19 3.96
H 0.86 0.32 4.14
H 1.81 1.71 4.78
H 1.99 -0.17 2.13
H 3.43 0.99 2.38
H 2.43 1.02 1.01
H -1.38 1.99 2.85
H -1.55 0.75 3.81
C -0.21 4.52 -0.88
O 0.29 4.10 0.18
N -0.87 5.73 -0.90
N -0.03 3.93 -2.07
H -1.45 5.90 -1.70
H -1.09 6.12 -0.01
H -0.38 4.24 -2.96
H 0.39 3.00 -1.99
C -0.73 -3.25 -3.86
O -0.99 -2.34 -4.63
N -0.06 -4.37 -4.26
N -1.04 -3.18 -2.54
H 0.11 -4.47 -5.25
H 0.12 -5.13 -3.64
H -0.79 -3.92 -1.91
H -1.61 -2.41 -2.22
C -0.74 0.29 -0.61
O -1.21 -0.50 -1.44
N -0.06 -0.12 0.49
N -0.79 1.64 -0.82
H -0.14 -1.12 0.61
H 0.17 0.47 1.27
H -1.06 2.01 -1.71
H -0.61 2.21 -0.01
C -1.59 1.65 -4.22
O -1.65 2.79 -4.66
N -2.38 1.15 -3.21
N -0.77 0.70 -4.77
H -2.18 0.21 -2.91
H -3.22 1.54 -2.86
H -0.82 -0.28 -4.53
H -0.17 0.93 -5.54
```

Most favorable structure: version B. The second most favorable one is 0.1596 hartree above it.